[1]
Entry from the Open Molecules 2025 dataset: a 9-piece molecular cluster, C24H71N5O9 overall (ωB97M-V/def2-TZVPD).

Structure (XYZ):
```
109
Properties=species:S:1:pos:R:3:forces:R:3
C 10.495 16.372 6.064 -0.7 -2.9 0.3
O 10.935 16.252 7.397 -0.5 0.0 0.2
C 12.363 16.153 7.433 -0.8 1.4 -0.7
C 12.851 16.503 8.816 0.7 1.2 -0.7
C 14.354 16.434 8.857 1.1 0.8 -0.3
N 12.376 15.589 9.808 -1.0 -1.0 0.5
H 10.898 17.175 5.544 0.7 2.0 -0.7
H 9.409 16.294 5.898 0.2 0.5 0.9
H 10.845 15.480 5.549 0.3 -0.3 -0.5
H 12.746 15.204 7.107 -0.2 -0.8 -0.1
H 12.643 16.886 6.675 0.9 0.3 0.1
H 12.633 17.571 8.968 -0.7 -0.4 0.6
H 14.778 16.675 9.850 -0.4 -0.3 -0.4
H 14.852 17.092 8.121 -0.4 -0.1 0.2
H 14.627 15.443 8.558 0.5 -0.9 0.1
H 11.350 15.588 9.867 0.3 0.3 -0.1
H 12.575 14.667 9.395 0.0 0.1 0.4
C 9.189 13.800 10.395 -0.9 0.5 -1.2
O 9.333 15.217 10.284 -0.9 -0.2 0.6
C 8.074 15.875 10.240 -1.1 -1.6 0.4
C 8.219 17.361 10.407 0.0 0.0 -0.2
C 8.985 17.993 9.272 -0.5 0.8 -0.9
N 8.795 17.739 11.701 1.7 -0.5 0.0
H 8.643 13.384 9.492 0.5 0.4 0.7
H 8.584 13.481 11.269 0.7 0.3 -0.1
H 10.207 13.462 10.362 0.3 -0.7 0.4
H 7.550 15.507 9.320 0.3 0.8 0.3
H 7.389 15.530 11.079 0.8 0.0 -0.5
H 7.220 17.803 10.360 -0.1 -0.2 0.1
H 10.031 17.727 9.146 0.1 -0.1 0.4
H 8.843 19.072 9.379 0.5 0.0 0.0
H 8.518 17.749 8.300 0.1 -0.1 0.4
H 9.770 17.370 11.717 -0.6 0.7 -0.3
H 8.421 17.189 12.460 -0.8 -0.1 0.1
C 17.136 13.945 9.852 -0.5 -0.8 -1.3
O 17.721 13.577 11.073 0.9 0.0 0.1
C 19.129 13.295 10.850 -0.4 0.9 0.8
C 19.753 12.665 12.104 -0.4 1.1 -0.6
C 21.246 12.503 11.917 -0.9 -1.1 -1.2
N 19.151 11.330 12.272 0.0 0.6 1.1
H 17.236 13.103 9.117 0.2 0.7 0.4
H 17.558 14.852 9.391 0.1 -0.1 0.3
H 16.053 14.083 9.936 0.2 0.1 0.5
H 19.185 12.585 10.064 0.2 -0.7 -1.1
H 19.632 14.248 10.546 -0.2 -0.7 0.3
H 19.511 13.423 12.863 0.0 -0.5 0.6
H 21.761 13.369 11.563 0.2 0.7 -0.2
H 21.262 11.719 11.137 0.7 0.3 0.2
H 21.734 12.124 12.785 0.3 -0.3 0.7
H 19.306 11.010 13.254 -0.4 0.2 -1.2
H 18.151 11.479 12.136 0.0 -0.4 0.5
C 11.694 13.687 13.374 1.2 -0.3 -1.2
O 12.443 12.485 13.563 -1.1 -0.1 0.2
C 13.830 12.680 13.622 -0.6 -0.2 -0.3
C 14.510 11.366 13.243 -0.2 0.2 0.0
C 14.018 10.228 14.095 -0.5 -0.2 0.3
N 15.937 11.525 13.408 0.3 -0.6 -0.6
H 12.051 14.473 14.013 0.2 0.4 0.6
H 10.664 13.475 13.588 -0.5 -0.1 -0.1
H 11.886 14.030 12.332 -0.6 0.0 0.5
H 14.084 13.411 12.874 0.5 0.6 -0.5
H 14.106 13.110 14.586 0.3 -0.3 0.3
H 14.202 11.218 12.176 0.7 -0.1 0.6
H 14.547 10.325 15.069 -0.7 -0.2 -0.3
H 14.187 9.208 13.701 0.1 0.7 0.0
H 12.930 10.409 14.167 0.5 -0.5 0.6
H 16.210 11.570 14.396 -0.2 0.3 -0.6
H 16.190 12.343 12.883 0.8 0.5 0.2
C 15.556 8.017 6.085 -0.7 0.6 0.6
O 15.718 8.130 7.501 1.2 0.7 -0.2
C 17.083 8.548 7.769 -0.4 -0.6 0.3
C 17.191 9.212 9.131 0.2 -0.1 1.3
C 16.387 10.498 9.218 -1.4 -1.2 -0.5
N 18.600 9.607 9.396 0.3 -0.5 1.0
H 16.199 8.788 5.641 -0.6 -0.1 -0.5
H 14.471 8.133 5.903 0.7 0.1 -0.3
H 15.866 7.049 5.747 0.3 -0.7 -0.3
H 17.720 7.662 7.645 0.1 0.0 0.4
H 17.437 9.242 7.000 -0.2 0.3 0.1
H 16.779 8.564 9.962 0.4 0.0 -1.0
H 16.313 10.772 10.272 0.1 0.5 -0.2
H 15.356 10.365 8.807 0.8 -0.2 0.6
H 16.845 11.218 8.573 0.4 0.7 0.0
H 18.673 10.054 10.357 0.0 -0.8 -1.5
H 19.240 8.783 9.399 -0.8 0.8 0.1
C 11.677 9.295 11.388 0.7 0.6 -2.0
O 11.213 10.625 11.397 -0.4 0.3 -0.1
H 11.660 8.860 12.358 0.0 -0.6 0.8
H 11.019 8.758 10.688 0.2 -0.1 0.4
H 12.709 9.275 10.934 -0.7 -0.3 0.6
H 11.652 11.123 12.092 0.2 0.2 0.3
C 10.464 10.321 7.751 0.2 -2.1 -1.8
O 11.349 10.836 6.754 0.2 0.2 -1.1
H 9.745 9.617 7.275 0.2 0.5 0.3
H 11.089 9.727 8.376 0.1 -0.4 1.2
H 9.905 11.065 8.266 0.1 0.9 0.2
H 11.721 10.141 6.151 -0.8 0.7 1.3
C 12.385 6.697 8.050 1.5 -0.4 0.0
O 12.985 7.918 7.638 -0.5 0.2 0.1
H 11.981 6.771 9.075 -0.1 -0.1 -0.5
H 11.664 6.481 7.280 -0.7 -0.3 0.2
H 13.166 5.883 8.014 -0.8 0.6 0.2
H 13.889 7.933 7.956 0.4 0.2 0.2
C 14.255 12.309 7.610 -2.6 -0.3 -1.9
O 12.962 12.985 7.361 1.6 -0.5 0.3
H 14.246 11.974 8.603 0.2 -0.5 1.4
H 14.310 11.404 6.926 0.4 1.1 0.7
H 15.040 13.019 7.470 0.6 0.3 -0.4
H 12.341 12.251 7.227 -0.2 0.1 -0.1
```
Positions in Å, forces in eV/Å.

## Properties
Orbital gap (eV): 9.47
Energy above the lowest of the compared OMol25 structures with the same formula, charge and spin (eV): 3.584

Mulliken population analysis, charges in e, atoms 1 to 99: atom 1 (C): -1.085, atom 2 (O): 0.025, atom 3 (C): -0.653, atom 4 (C): 0.257, atom 5 (C): -1.228, atom 6 (N): -0.314, atom 7 (H): 0.432, atom 8 (H): 0.291, atom 9 (H): 0.334, atom 10 (H): 0.243, atom 11 (H): 0.476, atom 12 (H): 0.204, atom 13 (H): 0.354, atom 14 (H): 0.474, atom 15 (H): -0.097, atom 16 (H): 0.258, atom 17 (H): 0.244, atom 18 (C): -0.841, atom 19 (O): -0.027, atom 20 (C): -0.893, atom 21 (C): 0.326, atom 22 (C): -1.025, atom 23 (N): -0.781, atom 24 (H): 0.320, atom 25 (H): 0.316, atom 26 (H): 0.127, atom 27 (H): 0.404, atom 28 (H): 0.305, atom 29 (H): 0.349, atom 30 (H): -0.110, atom 31 (H): 0.435, atom 32 (H): 0.286, atom 33 (H): 0.309, atom 34 (H): 0.304, atom 35 (C): -0.382, atom 36 (O): -0.203, atom 37 (C): -0.991, atom 38 (C): 0.584, atom 39 (C): -1.515, atom 40 (N): -0.596, atom 41 (H): 0.192, atom 42 (H): 0.433, atom 43 (H): -0.050, atom 44 (H): 0.452, atom 45 (H): 0.404, atom 46 (H): 0.286, atom 47 (H): 0.388, atom 48 (H): 0.367, atom 49 (H): 0.364, atom 50 (H): 0.277, atom 51 (H): -0.030, atom 52 (C): -0.673, atom 53 (O): -0.435, atom 54 (C): -0.973, atom 55 (C): 1.179, atom 56 (C): -1.404, atom 57 (N): -0.385, atom 58 (H): 0.489, atom 59 (H): 0.282, atom 60 (H): 0.119, atom 61 (H): 0.532, atom 62 (H): 0.286, atom 63 (H): -0.422, atom 64 (H): 0.404, atom 65 (H): 0.266, atom 66 (H): 0.303, atom 67 (H): 0.272, atom 68 (H): 0.217, atom 69 (C): -0.734, atom 70 (O): -0.290, atom 71 (C): -1.154, atom 72 (C): 0.643, atom 73 (C): -0.324, atom 74 (N): -0.636, atom 75 (H): 0.355, atom 76 (H): 0.191, atom 77 (H): 0.290, atom 78 (H): 0.353, atom 79 (H): 0.472, atom 80 (H): 0.222, atom 81 (H): 0.073, atom 82 (H): -0.222, atom 83 (H): 0.193, atom 84 (H): 0.086, atom 85 (H): 0.287, atom 86 (C): -0.585, atom 87 (O): -0.471, atom 88 (H): 0.424, atom 89 (H): 0.198, atom 90 (H): 0.107, atom 91 (H): 0.309, atom 92 (C): -0.211, atom 93 (O): -0.635, atom 94 (H): 0.299, atom 95 (H): -0.007, atom 96 (H): 0.191, atom 97 (H): 0.270, atom 98 (C): -0.652, atom 99 (O): -0.272

=====

[2]
Entry from the Open Molecules 2025 dataset: a 8-piece molecular cluster, C24H72B2F8N6O6 overall (ωB97M-V/def2-TZVPD).

Structure (XYZ):
```
118
Properties=species:S:1:pos:R:3:forces:R:3
B 0.207 0.528 0.130 -3.8 0.3 -0.9
F 1.316 0.089 0.616 5.0 -1.5 1.6
F 0.155 1.912 0.150 0.2 1.5 -0.3
F -0.020 0.054 -1.167 0.0 0.0 -0.6
F -0.811 0.068 0.958 -1.3 -0.4 0.6
B 4.551 -0.362 -1.728 0.9 1.0 -0.7
F 5.733 -1.041 -1.779 0.0 -0.2 -0.2
F 3.686 -0.704 -2.802 -0.3 -0.4 0.0
F 3.948 -0.536 -0.491 -1.0 -0.6 0.9
F 4.754 1.053 -1.847 -0.1 0.2 0.0
C 0.195 2.579 3.344 0.5 0.4 0.2
C -0.072 2.046 4.740 0.1 -0.7 0.2
C -0.816 0.720 4.705 -1.0 -1.9 -0.7
O 0.000 -0.462 4.390 -0.6 0.6 0.2
C -0.810 -1.641 4.023 -0.2 1.0 0.8
N 1.270 1.767 5.503 -1.4 1.1 -1.4
H 1.032 1.514 6.452 0.3 -0.4 0.4
H 1.792 1.066 4.997 0.1 -0.7 0.1
H 1.793 2.630 5.477 0.4 0.3 0.3
H 0.924 1.877 2.939 0.0 0.3 -0.7
H 0.509 3.621 3.287 0.9 -0.1 0.6
H -0.653 2.699 2.669 -0.4 -1.1 0.3
H -0.584 2.736 5.411 -0.2 0.0 -0.2
H -1.588 0.774 3.939 0.1 0.4 -0.4
H -1.427 0.542 5.590 0.5 -0.1 0.6
H -0.153 -2.483 3.806 0.2 0.4 -0.3
H -1.521 -1.395 3.235 0.5 0.1 -0.5
H -1.453 -1.967 4.841 0.2 0.2 0.5
C 3.096 4.111 1.431 0.2 -1.4 -0.5
C 2.465 3.982 0.045 -0.7 0.2 -0.5
C 2.926 5.090 -0.916 -0.8 -0.4 -0.6
O 2.339 6.352 -0.641 -0.1 -0.6 0.1
C 2.615 7.277 -1.688 0.8 1.1 -0.4
N 2.830 2.595 -0.605 0.2 1.2 1.8
H 2.723 1.874 0.094 0.1 -0.4 0.7
H 2.296 2.162 -1.344 -0.5 0.8 -0.9
H 3.812 2.585 -0.844 0.6 -0.3 -0.6
H 2.837 5.054 1.914 0.3 0.0 -0.3
H 4.162 3.917 1.316 0.3 0.9 0.1
H 2.851 3.287 2.102 -0.7 0.0 0.0
H 1.375 4.012 0.048 0.0 -0.2 0.2
H 2.524 4.794 -1.885 0.3 -0.2 -0.5
H 4.015 5.087 -0.954 0.3 0.4 0.0
H 2.087 8.229 -1.634 -0.3 -0.3 1.1
H 2.382 7.008 -2.718 -0.1 -1.1 0.1
H 3.673 7.536 -1.661 0.2 0.0 -0.1
C 4.805 -3.324 2.017 -0.3 -0.9 -0.9
C 3.291 -3.659 1.934 0.6 -0.2 1.9
C 2.776 -4.130 3.295 0.3 0.5 -0.4
O 1.382 -4.367 3.287 -0.4 -0.1 -0.4
C 0.999 -4.996 4.501 0.3 -0.1 1.7
N 2.522 -2.403 1.550 -0.3 -2.1 -0.7
H 1.546 -2.623 1.684 -0.7 0.1 0.3
H 2.738 -1.560 2.062 0.4 0.3 0.0
H 2.619 -2.300 0.550 0.4 1.0 -0.5
H 5.031 -2.396 2.541 -0.2 0.1 -0.2
H 5.221 -3.358 1.010 0.0 0.8 -0.1
H 5.411 -4.104 2.477 -0.5 -0.2 0.5
H 3.037 -4.514 1.308 0.1 0.7 -0.9
H 3.046 -3.319 3.971 -0.1 -0.2 0.8
H 3.321 -5.047 3.520 0.1 0.1 0.3
H 1.392 -6.001 4.657 0.6 0.0 -0.5
H -0.045 -5.150 4.770 -0.5 0.6 -1.3
H 1.366 -4.378 5.320 0.2 0.0 0.2
C -4.228 1.732 -0.765 0.5 -0.2 1.9
C -3.326 2.914 -1.149 0.1 -0.5 -0.3
C -2.938 3.802 0.083 -1.7 -0.7 -2.4
O -2.141 4.871 -0.436 -0.7 -2.1 0.5
C -1.359 5.454 0.531 1.8 1.3 0.8
N -2.069 2.343 -1.807 -1.4 0.0 1.4
H -2.314 1.681 -2.529 -0.8 -0.4 -2.1
H -1.469 3.068 -2.174 0.8 0.5 -0.2
H -1.587 1.630 -1.278 0.9 0.3 1.3
H -3.775 1.331 0.142 0.4 -0.4 0.2
H -4.314 0.844 -1.392 0.0 0.6 -0.6
H -5.193 1.990 -0.330 -0.3 0.5 -0.7
H -3.761 3.489 -1.966 -0.1 0.3 0.3
H -2.621 3.098 0.852 1.4 0.4 0.1
H -3.895 4.137 0.483 -0.1 0.6 0.0
H -1.889 6.139 1.192 -0.2 0.1 0.0
H -0.528 5.978 0.058 -0.4 0.5 -0.4
H -0.764 4.782 1.151 -0.4 -0.9 0.3
C -6.246 -4.766 -2.903 0.0 -0.8 0.3
C -4.958 -4.756 -2.036 -0.5 -0.6 -1.8
C -4.611 -3.386 -1.452 0.3 -1.5 0.3
O -3.290 -3.503 -0.945 -0.9 -0.2 0.4
C -2.785 -2.257 -0.522 0.9 0.7 0.2
N -5.022 -5.930 -0.982 0.0 2.3 -0.3
H -5.137 -6.800 -1.482 -0.2 -0.4 0.0
H -4.180 -5.922 -0.423 0.7 -0.2 0.0
H -5.756 -5.759 -0.309 -0.8 -0.3 0.1
H -6.189 -4.152 -3.801 0.3 0.6 0.5
H -7.161 -4.575 -2.342 0.1 0.5 0.1
H -6.430 -5.729 -3.379 0.3 -0.5 0.3
H -4.161 -5.147 -2.668 0.3 0.4 0.0
H -5.394 -3.210 -0.714 0.2 0.5 0.7
H -4.674 -2.567 -2.169 -0.1 -0.3 -0.5
H -3.474 -1.675 0.090 -0.3 -0.1 -0.1
H -2.443 -1.677 -1.380 -0.3 0.3 -0.2
H -1.886 -2.358 0.085 0.0 -0.6 0.0
C 1.157 0.946 -3.941 -0.7 -1.8 0.0
C 0.852 -0.572 -4.084 0.5 -0.6 -1.0
C -0.534 -0.956 -4.643 1.1 -0.5 -0.6
O -0.661 -2.356 -4.949 0.8 -0.1 1.2
C -0.871 -3.163 -3.790 0.0 -0.8 -0.2
N 1.928 -1.153 -5.046 0.1 -0.1 -0.2
H 1.991 -0.761 -5.975 -0.5 0.8 -0.4
H 2.864 -1.057 -4.680 0.6 0.3 0.9
H 1.821 -2.137 -5.248 -0.6 -0.7 0.3
H 2.117 1.016 -3.430 0.1 0.4 -0.3
H 0.370 1.402 -3.339 0.0 0.0 0.0
H 1.108 1.362 -4.948 0.3 0.4 0.2
H 1.035 -1.193 -3.208 0.0 0.6 0.3
H -0.676 -0.546 -5.643 -0.3 0.7 0.3
H -1.220 -0.601 -3.875 -0.6 0.1 -0.2
H -0.553 -4.199 -3.906 0.0 -0.1 -1.1
H -1.943 -3.226 -3.599 0.0 0.4 0.5
H -0.244 -2.930 -2.929 -0.4 0.9 0.3
```
Positions in Å, forces in eV/Å.

## Properties
Orbital gap (spin up / spin down) (eV): 1.90 / 9.07
Net charge: +3
<S²>: 0.75
2S+1: 2

Mulliken population analysis, charges in e, atoms 1 to 99: atom 1 (B): -0.024, atom 2 (F): 0.011, atom 3 (F): -0.094, atom 4 (F): -0.189, atom 5 (F): -0.517, atom 6 (B): 0.289, atom 7 (F): -0.307, atom 8 (F): -0.344, atom 9 (F): -0.284, atom 10 (F): -0.428, atom 11 (C): -0.724, atom 12 (C): -0.062, atom 13 (C): -0.707, atom 14 (O): -0.281, atom 15 (C): -0.214, atom 16 (N): -0.288, atom 17 (H): 0.371, atom 18 (H): 0.300, atom 19 (H): 0.356, atom 20 (H): 0.080, atom 21 (H): 0.502, atom 22 (H): -0.075, atom 23 (H): 0.467, atom 24 (H): 0.313, atom 25 (H): 0.529, atom 26 (H): -0.155, atom 27 (H): 0.120, atom 28 (H): 0.420, atom 29 (C): -1.520, atom 30 (C): 1.446, atom 31 (C): -0.940, atom 32 (O): -0.312, atom 33 (C): -0.880, atom 34 (N): 0.233, atom 35 (H): -0.097, atom 36 (H): -0.073, atom 37 (H): 0.531, atom 38 (H): 0.414, atom 39 (H): 0.414, atom 40 (H): 0.292, atom 41 (H): -0.490, atom 42 (H): 0.445, atom 43 (H): 0.449, atom 44 (H): 0.295, atom 45 (H): 0.362, atom 46 (H): 0.364, atom 47 (C): -1.391, atom 48 (C): 0.084, atom 49 (C): -0.884, atom 50 (O): -0.348, atom 51 (C): -0.954, atom 52 (N): 0.158, atom 53 (H): 0.240, atom 54 (H): 0.203, atom 55 (H): 0.178, atom 56 (H): 0.377, atom 57 (H): 0.393, atom 58 (H): 0.451, atom 59 (H): 0.396, atom 60 (H): 0.379, atom 61 (H): 0.510, atom 62 (H): 0.377, atom 63 (H): 0.323, atom 64 (H): 0.381, atom 65 (C): -0.941, atom 66 (C): -0.239, atom 67 (C): -0.445, atom 68 (O): -0.254, atom 69 (C): -0.416, atom 70 (N): -0.477, atom 71 (H): 0.462, atom 72 (H): 0.566, atom 73 (H): -0.543, atom 74 (H): 0.110, atom 75 (H): 0.514, atom 76 (H): 0.381, atom 77 (H): 0.350, atom 78 (H): 0.024, atom 79 (H): 0.549, atom 80 (H): 0.372, atom 81 (H): 0.238, atom 82 (H): -0.105, atom 83 (C): -1.495, atom 84 (C): 0.140, atom 85 (C): -0.797, atom 86 (O): -0.303, atom 87 (C): -0.379, atom 88 (N): -0.244, atom 89 (H): 0.377, atom 90 (H): 0.322, atom 91 (H): 0.363, atom 92 (H): 0.394, atom 93 (H): 0.393, atom 94 (H): 0.454, atom 95 (H): 0.321, atom 96 (H): 0.417, atom 97 (H): 0.448, atom 98 (H): 0.410, atom 99 (H): 0.130

=====

Number 1: strongest force on any atom 3.21 eV/Å. Number 2: strongest force on any atom 5.44 eV/Å.